# 1
The following is a quantum chemistry calculation of a structure of composition C25H42BrN4O5P2Rb, from the Open Molecules 2025 dataset.

Each line ends with the Mulliken charge.
CARTESIAN COORDINATES (ANGSTROEM)
Rb: 0.88 -0.28 0.85  1.32
C: 6.21 0.49 3.54  -1.42
C: 4.79 -0.10 3.44  0.87
C: 4.39 -0.69 4.78  -1.79
C: 3.85 0.98 2.94  0.34
C: 2.82 1.51 3.72  -0.19
C: 2.04 2.55 3.25  -0.95
C: 2.28 3.12 2.01  1.08
C: 1.52 4.32 1.53  -1.46
C: 3.29 2.58 1.22  -0.60
C: 4.05 1.52 1.67  -0.71
H: 6.90 -0.26 3.90  0.43
H: 6.21 1.33 4.23  0.36
H: 6.56 0.85 2.57  0.35
H: 4.80 -0.90 2.69  0.27
H: 4.43 0.07 5.56  0.37
H: 5.10 -1.48 5.06  0.44
H: 3.40 -1.12 4.73  0.38
H: 2.63 1.12 4.70  0.33
H: 1.26 2.95 3.88  0.30
H: 2.17 5.19 1.53  0.39
H: 0.67 4.53 2.18  0.37
H: 1.15 4.17 0.52  0.13
H: 3.49 3.01 0.24  0.34
H: 4.85 1.13 1.05  0.38
C: -1.04 -3.06 -2.08  -0.97
N: 0.04 -2.10 -2.05  0.97
C: 1.35 -2.67 -2.30  -1.19
P: -0.11 -0.47 -2.25  -0.64
O: 0.94 0.34 -1.63  -1.05
O: -1.60 -0.23 -1.65  0.24
P: -1.98 0.98 -0.65  0.69
O: -1.32 0.96 0.65  -1.03
N: -1.61 2.36 -1.51  0.71
C: -1.88 2.54 -2.92  -1.08
C: -1.41 3.59 -0.79  -1.30
N: -3.63 0.66 -0.56  0.60
C: -4.36 1.24 0.54  -1.18
C: -4.39 0.57 -1.79  -0.85
N: -0.34 -0.03 -3.86  0.76
C: -1.26 -0.77 -4.69  -1.00
C: 0.75 0.59 -4.58  -1.11
H: -0.83 -3.84 -1.35  0.44
H: -1.14 -3.52 -3.07  0.20
H: -1.97 -2.57 -1.81  0.14
H: 1.62 -3.33 -1.47  0.35
H: 2.09 -1.87 -2.36  0.32
H: 1.36 -3.24 -3.24  0.32
H: -2.11 1.58 -3.38  0.25
H: -1.00 2.95 -3.40  0.30
H: -2.72 3.23 -3.08  0.31
H: -1.26 3.36 0.26  0.37
H: -2.27 4.27 -0.90  0.25
H: -0.53 4.10 -1.18  0.40
H: -3.70 1.31 1.40  0.33
H: -5.21 0.60 0.78  0.35
H: -4.75 2.24 0.30  0.31
H: -3.83 -0.03 -2.50  0.04
H: -4.60 1.55 -2.22  0.22
H: -5.34 0.07 -1.58  0.45
H: -2.00 -1.27 -4.06  0.23
H: -0.75 -1.53 -5.29  0.28
H: -1.78 -0.08 -5.37  0.35
H: 1.44 1.00 -3.86  0.29
H: 0.35 1.40 -5.21  0.30
H: 1.27 -0.13 -5.23  0.29
Br: -5.70 -4.38 0.56  -0.24
C: -3.90 -3.89 0.96  -0.06
C: -2.88 -4.81 0.74  -0.32
C: -1.57 -4.43 0.98  -0.76
C: -1.29 -3.17 1.49  0.92
C: -2.33 -2.28 1.76  -0.26
C: -3.63 -2.63 1.47  -0.43
C: 0.15 -2.67 1.69  -0.25
O: 0.98 -3.02 0.83  -0.70
O: 0.35 -1.90 2.64  -0.82
H: -3.12 -5.79 0.37  0.44
H: -0.76 -5.11 0.78  0.43
H: -2.09 -1.31 2.18  0.60
H: -4.44 -1.94 1.64  0.46

Summary:
Energy above the lowest of the compared OMol25 structures with the same formula, charge and spin   28.2 kcal/mol
F_max   2.244 eV Å⁻¹
Orbital gap   0.3056 hartree
LUMO energy   0.2 eV
E_HOMO   -8.138 eV


# 2
The following is a quantum chemistry calculation of a structure of composition C25H42ClGaNO7Sb, from the Open Molecules 2025 dataset.

Each line ends with the Mulliken charge.
CARTESIAN COORDINATES (ANGSTROEM)
Ga: 0.36 0.61 -0.62  3.02
O: 2.73 4.39 -2.75  -0.47
C: 1.99 3.30 -2.61  -0.02
O: 2.41 2.17 -2.54  -0.40
C: 0.52 3.60 -2.57  0.58
C: -0.01 4.84 -2.96  -0.78
C: -1.38 5.01 -2.92  -0.89
C: -2.18 3.96 -2.51  -1.26
C: -1.56 2.78 -2.15  1.09
N: -0.24 2.60 -2.17  0.23
C: -2.26 1.55 -1.67  0.64
O: -3.55 1.42 -1.73  -0.41
O: -1.61 0.62 -1.22  -0.28
H: 3.66 4.15 -2.81  0.39
H: 0.65 5.63 -3.28  0.59
H: -1.82 5.96 -3.21  0.48
H: -3.25 4.09 -2.46  0.43
H: -4.00 2.16 -2.18  0.31
C: 2.34 -1.14 -3.91  -0.76
C: 0.89 -1.40 -4.33  -0.76
C: 0.12 -0.41 -3.48  -0.57
O: 0.87 -0.38 -2.22  1.07
C: 2.23 -0.94 -2.41  -0.49
H: 2.72 -0.24 -4.38  0.29
H: 3.00 -1.96 -4.15  0.46
H: 0.59 -2.42 -4.09  0.30
H: 0.72 -1.23 -5.39  0.44
H: -0.90 -0.72 -3.26  0.29
H: 0.14 0.60 -3.90  0.38
H: 2.26 -1.87 -1.85  0.40
H: 2.94 -0.23 -2.01  0.25
Cl: 4.53 2.28 1.33  -0.13
C: 2.83 2.74 1.44  -0.55
C: 1.95 1.93 0.55  0.24
O: 0.73 2.30 0.39  -0.72
O: 2.30 0.88 -0.03  -0.49
H: 2.72 3.80 1.20  0.47
H: 2.49 2.60 2.46  0.26
C: 2.31 -0.71 2.83  -1.49
C: 1.33 -1.84 2.48  1.61
C: 0.82 -2.51 3.75  -1.60
C: 2.06 -2.84 1.58  -1.59
Sb: -0.37 -1.04 1.36  -2.39
C: -1.51 -2.70 0.48  1.93
C: -2.92 -2.23 0.13  -1.67
C: -1.60 -3.87 1.46  -1.73
C: -0.78 -3.11 -0.80  -1.67
C: -1.64 0.09 2.74  1.82
C: -2.46 -0.86 3.60  -1.53
C: -2.55 1.00 1.93  -1.67
C: -0.73 0.95 3.62  -1.66
H: 3.06 -1.11 3.51  0.57
H: 1.83 0.13 3.34  0.25
H: 2.83 -0.35 1.94  0.26
H: 1.67 -2.99 4.25  0.56
H: 0.07 -3.27 3.57  0.28
H: 0.41 -1.78 4.45  0.33
H: 2.94 -3.21 2.12  0.54
H: 2.41 -2.37 0.66  0.24
H: 1.46 -3.71 1.32  0.26
H: -3.51 -1.99 1.02  0.32
H: -3.43 -3.06 -0.37  0.54
H: -2.92 -1.38 -0.54  0.22
H: -2.12 -3.59 2.37  0.35
H: -0.63 -4.29 1.72  0.33
H: -2.18 -4.67 0.99  0.55
H: -0.75 -2.30 -1.52  0.27
H: -1.32 -3.94 -1.26  0.58
H: 0.24 -3.45 -0.61  0.24
H: -3.16 -1.46 3.02  0.30
H: -3.04 -0.27 4.31  0.54
H: -1.83 -1.54 4.18  0.27
H: -3.21 0.45 1.26  0.34
H: -1.98 1.73 1.35  0.16
H: -3.19 1.56 2.62  0.66
H: -0.10 0.35 4.28  0.31
H: -1.35 1.58 4.25  0.59
H: -0.09 1.61 3.02  0.19

Summary:
Energy above the lowest of the compared OMol25 structures with the same formula, charge and spin   4.2 kcal/mol
F_max   0.163 eV Å⁻¹
Orbital gap   0.2990 hartree
Total charge   +2
LUMO energy   -6.7 eV
E_HOMO   -14.836 eV


# 3
The following is a quantum chemistry calculation of an isolated molecule of C25H42N2O7, from the Open Molecules 2025 dataset.

Each line ends with the Mulliken charge.
CARTESIAN COORDINATES (ANGSTROEM)
C: 6.39 1.81 0.89  -0.88
O: 5.39 1.61 -0.07  -0.43
C: 4.09 1.86 0.28  0.96
C: 3.66 2.19 1.55  -0.64
C: 2.31 2.40 1.81  -1.27
C: 1.38 2.31 0.80  0.68
C: -0.11 2.47 1.04  -1.44
O: -0.41 3.34 2.10  -0.64
C: -0.73 1.07 1.26  1.59
C: -2.24 1.17 1.56  -1.08
C: -2.74 -0.25 1.79  0.58
O: -2.54 -0.86 2.83  -0.74
N: -3.36 -0.78 0.73  0.26
C: -3.91 -2.11 0.71  -0.77
C: -5.31 -2.11 0.08  -0.77
C: -5.27 -1.76 -1.41  -0.49
O: -4.87 -0.42 -1.56  -0.34
C: -4.56 -0.01 -2.89  0.60
C: -5.83 0.22 -3.72  -1.58
C: -3.74 1.27 -2.77  -0.86
C: -0.56 0.24 0.00  -0.17
O: -0.94 0.63 -1.10  -0.82
N: 0.01 -0.96 0.18  -0.41
C: 0.38 -1.83 -0.91  -0.79
C: 1.89 -2.04 -0.96  0.01
C: 2.38 -2.91 0.20  -0.88
O: 2.10 -2.41 1.49  -0.55
C: 2.85 -1.27 1.93  2.32
C: 2.32 -0.96 3.33  -1.65
C: 4.35 -1.53 1.97  -1.80
C: 1.81 2.00 -0.49  -0.21
C: 3.14 1.76 -0.76  0.71
O: 3.64 1.42 -1.98  -0.48
C: 2.76 1.38 -3.07  -0.80
H: 7.33 1.62 0.38  0.25
H: 6.29 1.11 1.73  0.24
H: 6.39 2.84 1.27  0.37
H: 4.36 2.29 2.36  0.42
H: 2.01 2.65 2.82  0.27
H: -0.58 2.93 0.16  0.54
H: -0.09 2.95 2.92  0.44
H: -0.23 0.59 2.10  0.31
H: -2.75 1.64 0.73  0.18
H: -2.39 1.76 2.47  0.52
H: -3.53 -0.24 -0.11  0.04
H: -3.25 -2.78 0.15  0.20
H: -3.96 -2.46 1.75  0.45
H: -5.93 -1.38 0.59  0.30
H: -5.76 -3.10 0.20  0.40
H: -4.56 -2.43 -1.93  0.35
H: -6.26 -1.92 -1.84  0.30
H: -3.95 -0.79 -3.37  0.31
H: -6.46 0.96 -3.23  0.32
H: -6.39 -0.70 -3.84  0.41
H: -5.56 0.59 -4.70  0.43
H: -2.81 1.08 -2.23  -0.18
H: -4.31 2.02 -2.23  0.36
H: -3.50 1.65 -3.76  0.47
H: 0.30 -1.28 1.10  0.45
H: 0.03 -1.34 -1.83  0.49
H: -0.13 -2.79 -0.80  0.32
H: 2.39 -1.08 -0.94  -0.26
H: 2.16 -2.55 -1.89  0.52
H: 1.86 -3.88 0.18  0.40
H: 3.46 -3.10 0.08  0.34
H: 2.65 -0.42 1.27  -0.83
H: 2.61 -1.75 4.02  0.42
H: 2.72 -0.01 3.67  0.32
H: 1.23 -0.90 3.32  0.33
H: 4.83 -0.74 2.56  0.46
H: 4.56 -2.49 2.45  0.38
H: 4.79 -1.52 0.98  0.44
H: 1.08 1.96 -1.28  0.50
H: 1.96 0.65 -2.92  0.22
H: 2.31 2.36 -3.26  0.36
H: 3.36 1.09 -3.93  0.26

Summary:
Energy above the lowest of the compared OMol25 structures with the same formula, charge and spin   0.9 kcal/mol
F_max   0.636 eV Å⁻¹
Orbital gap   0.3261 hartree
LUMO energy   0.7 eV
SMILES   COc1ccc([C@H](O)[C@@H](CC(=O)NCCCOC(C)C)C(=O)NCCCOC(C)C)cc1OC
E_HOMO   -8.151 eV


# 4
The following is a quantum chemistry calculation of a structure of composition C25H42NO13Ti, from the Open Molecules 2025 dataset.

Each line ends with the Mulliken spin population.
CARTESIAN COORDINATES (ANGSTROEM)
Ti: -0.06 0.78 -0.11  2.96
C: -0.58 -3.27 -3.46  0.00
C: 0.26 -3.33 -2.16  -0.01
C: 1.29 -4.46 -2.39  0.00
C: 2.45 -4.49 -1.34  0.00
C: 3.05 -3.11 -1.25  0.01
C: 2.06 -1.95 -1.00  -0.09
N: 0.97 -2.05 -1.96  0.02
O: 0.03 -1.00 -1.89  -0.04
C: 2.84 -0.68 -1.32  -0.13
C: 1.70 -1.90 0.50  0.16
C: -0.58 -3.72 -0.96  -0.01
H: -1.11 -4.22 -3.43  0.00
H: 0.11 -3.13 -4.28  0.00
H: -1.20 -2.38 -3.34  0.00
H: 1.78 -4.28 -3.34  0.00
H: 0.84 -5.46 -2.37  0.00
H: 3.16 -5.30 -1.52  0.00
H: 1.94 -4.72 -0.40  0.00
H: 3.81 -2.92 -2.02  0.00
H: 3.72 -3.20 -0.38  0.00
H: 3.84 -0.81 -0.88  -0.01
H: 2.37 0.16 -0.80  0.18
H: 3.05 -0.57 -2.38  0.00
H: 2.45 -1.44 1.15  0.00
H: 1.70 -2.90 0.97  0.02
H: 0.65 -1.66 0.65  -0.10
H: -1.45 -3.06 -0.82  0.01
H: -0.04 -3.71 -0.02  0.00
H: -0.95 -4.74 -1.11  0.00
C: 0.97 6.86 0.01  0.00
C: -0.03 6.12 0.86  0.00
C: -1.37 5.91 0.16  0.00
O: -1.71 4.58 0.49  -0.01
C: -0.61 3.92 0.88  -0.04
O: -0.53 2.77 1.11  -0.06
O: 0.44 4.75 0.97  -0.02
H: 1.97 6.89 0.44  0.00
H: 0.56 7.86 -0.18  0.00
H: 1.12 6.54 -1.02  0.00
H: -0.32 6.43 1.86  0.00
H: -1.46 6.23 -0.89  0.00
H: -2.13 6.61 0.53  0.00
C: -5.23 -1.66 2.68  0.00
C: -4.59 -1.37 1.34  0.00
C: -5.54 -0.59 0.40  0.00
O: -4.71 0.36 -0.26  -0.01
C: -3.61 0.55 0.47  0.14
O: -2.65 1.18 0.21  -0.03
O: -3.59 -0.36 1.50  -0.01
H: -6.01 -0.91 2.83  0.00
H: -4.44 -1.80 3.42  0.00
H: -5.78 -2.60 2.78  0.00
H: -4.19 -2.27 0.88  0.00
H: -6.31 -0.04 0.93  0.00
H: -5.95 -1.24 -0.38  0.00
C: 0.25 -3.87 5.23  0.00
C: -0.67 -2.97 4.41  0.00
C: -1.37 -1.93 5.27  0.00
O: -1.48 -0.81 4.40  -0.01
C: -0.62 -0.98 3.37  0.07
O: -0.47 -0.24 2.44  -0.01
O: 0.06 -2.12 3.51  0.00
H: 0.96 -4.46 4.67  0.00
H: -0.52 -4.55 5.63  0.00
H: 0.75 -3.34 6.03  0.00
H: -1.33 -3.60 3.80  0.00
H: -0.83 -1.68 6.18  0.00
H: -2.36 -2.34 5.49  0.00
C: 3.23 5.44 -3.78  0.00
C: 2.57 4.05 -3.69  0.00
C: 3.42 3.00 -2.94  0.01
O: 2.51 2.44 -2.02  -0.01
C: 1.36 3.10 -2.03  -0.07
O: 0.35 2.75 -1.46  0.08
O: 1.43 4.16 -2.84  -0.01
H: 3.76 5.63 -2.85  0.00
H: 2.44 6.19 -3.84  0.00
H: 3.91 5.40 -4.63  0.00
H: 2.15 3.69 -4.63  0.00
H: 4.23 3.51 -2.41  0.00
H: 3.83 2.33 -3.68  0.00

Summary:
Energy above the lowest of the compared OMol25 structures with the same formula, charge and spin   35.9 kcal/mol
F_max   2.632 eV Å⁻¹
Orbital gap (spin up / spin down)   0.1429 / 0.1926 hartree
LUMO energy (spin up / spin down)   0.5 / 0.5 eV
E_HOMO (spin up / spin down)   -3.345 / -4.699 eV
2S+1   4


# 5
The following is a quantum chemistry calculation of a structure of composition C25H42NO13Ti, from the Open Molecules 2025 dataset.

Each line ends with the Mulliken spin population.
CARTESIAN COORDINATES (ANGSTROEM)
Ti: -7.48 17.93 7.71  2.60
C: -3.83 16.74 5.12  0.01
C: -3.66 17.72 6.25  0.00
C: -2.21 18.31 6.13  0.00
C: -1.90 19.56 6.93  0.00
C: -2.93 20.55 6.47  0.00
C: -4.39 20.16 6.66  -0.03
N: -4.64 18.81 6.15  -0.03
O: -5.94 18.47 5.85  0.02
C: -5.22 21.20 5.96  0.01
C: -4.68 20.23 8.19  -0.05
C: -3.76 16.97 7.59  -0.09
H: -3.07 15.95 5.15  0.00
H: -3.69 17.23 4.16  0.00
H: -4.74 16.14 5.17  0.00
H: -2.16 18.56 5.07  0.00
H: -1.47 17.53 6.37  0.00
H: -0.88 19.94 6.86  0.00
H: -2.01 19.20 7.96  0.00
H: -2.75 20.84 5.43  0.00
H: -2.73 21.49 7.01  0.00
H: -5.04 21.28 4.89  0.00
H: -5.25 22.19 6.41  0.00
H: -6.27 20.88 6.01  0.01
H: -4.02 19.66 8.86  0.01
H: -5.60 19.71 8.50  0.15
H: -4.81 21.24 8.57  0.00
H: -4.81 16.69 7.76  0.10
H: -3.43 17.52 8.47  0.00
H: -3.22 16.02 7.53  0.00
C: -3.89 18.98 12.87  0.00
C: -5.39 19.05 12.63  0.00
C: -5.83 20.11 11.60  0.01
O: -6.59 19.34 10.67  0.00
C: -6.71 18.09 11.05  0.08
O: -7.28 17.21 10.44  -0.03
O: -5.94 17.82 12.13  -0.02
H: -3.41 18.22 12.25  0.00
H: -3.77 18.58 13.88  0.00
H: -3.38 19.93 12.75  0.00
H: -5.95 19.25 13.55  0.00
H: -5.03 20.65 11.08  0.00
H: -6.51 20.87 12.00  0.00
C: -6.44 11.45 8.41  0.00
C: -6.70 12.56 9.41  0.00
C: -5.47 13.36 9.91  0.00
O: -5.56 14.54 9.16  0.00
C: -6.74 14.69 8.57  0.10
O: -7.16 15.67 8.05  0.02
O: -7.48 13.57 8.76  0.00
H: -5.56 11.70 7.82  0.00
H: -7.29 11.05 7.87  0.00
H: -6.14 10.59 9.03  0.00
H: -7.25 12.19 10.28  0.00
H: -4.56 12.82 9.62  0.00
H: -5.40 13.64 10.97  0.00
C: -8.63 14.85 3.40  -0.01
C: -9.80 15.41 4.21  0.00
C: -10.13 14.60 5.48  0.01
O: -10.31 15.62 6.45  0.00
C: -9.85 16.80 6.02  0.04
O: -9.72 17.79 6.66  0.02
O: -9.49 16.70 4.70  0.01
H: -7.68 14.88 3.94  0.00
H: -8.49 15.48 2.52  0.00
H: -8.82 13.84 3.05  0.00
H: -10.68 15.46 3.57  0.00
H: -9.30 14.00 5.87  0.00
H: -11.03 14.02 5.30  0.00
C: -9.02 24.37 9.33  0.00
C: -8.68 22.98 9.82  0.00
C: -9.89 22.11 10.17  0.00
O: -9.82 20.96 9.37  -0.01
C: -8.70 21.00 8.61  0.14
O: -8.29 20.06 8.03  -0.07
O: -8.08 22.22 8.75  -0.01
H: -9.57 24.40 8.40  0.00
H: -8.02 24.80 9.19  0.00
H: -9.33 25.06 10.12  0.00
H: -7.91 23.03 10.59  0.00
H: -10.80 22.65 9.85  0.00
H: -10.11 21.86 11.21  0.00

Summary:
Energy above the lowest of the compared OMol25 structures with the same formula, charge and spin   28.7 kcal/mol
F_max   2.354 eV Å⁻¹
Orbital gap (spin up / spin down)   0.1349 / 0.1695 hartree
LUMO energy (spin up / spin down)   0.4 / 0.3 eV
E_HOMO (spin up / spin down)   -3.294 / -4.264 eV
2S+1   4


# 6
The following is a quantum chemistry calculation of a structure of composition C25H43BiN4O2PS2, from the Open Molecules 2025 dataset.

Each line ends with the Mulliken charge.
CARTESIAN COORDINATES (ANGSTROEM)
Bi: -0.54 -0.24 -0.62  1.54
C: -2.34 -1.91 -3.18  -0.88
C: -3.31 -1.24 -2.21  -0.69
N: -2.89 -1.32 -0.81  0.01
C: -2.89 -2.62 -0.14  -0.99
C: -1.67 -3.47 -0.52  -0.75
N: -0.42 -2.69 -0.61  -0.13
C: 0.47 -3.15 -1.69  -0.71
C: 0.07 -2.57 -3.08  -0.74
N: -0.93 -1.50 -3.00  -0.43
H: -2.68 -1.69 -4.20  0.54
H: -2.39 -2.99 -3.08  0.28
H: -4.29 -1.69 -2.36  0.42
H: -3.40 -0.18 -2.45  0.27
H: -3.40 -0.63 -0.26  0.03
H: -3.80 -3.19 -0.36  0.41
H: -2.88 -2.42 0.93  0.38
H: -1.83 -3.97 -1.47  0.36
H: -1.55 -4.25 0.23  0.50
H: 0.08 -2.79 0.28  0.43
H: 0.48 -4.24 -1.73  0.51
H: 1.47 -2.81 -1.44  0.22
H: -0.29 -3.37 -3.74  0.36
H: 0.96 -2.17 -3.55  0.43
H: -0.70 -0.75 -3.65  0.37
C: -5.07 1.68 1.10  -1.39
C: -4.45 2.89 0.38  0.40
C: -4.73 4.19 1.14  -1.54
P: -2.68 2.51 -0.07  0.52
C: -2.43 3.56 -1.60  0.30
C: -1.41 2.92 -2.54  -1.09
C: -2.13 5.04 -1.40  -1.54
C: -1.67 3.35 1.24  0.58
C: -1.92 2.74 2.62  -1.43
C: -0.18 3.25 0.92  -1.39
H: -6.11 1.88 1.35  0.47
H: -4.54 1.45 2.02  0.27
H: -5.06 0.79 0.46  0.24
H: -4.94 2.97 -0.60  0.43
H: -4.29 4.18 2.14  0.25
H: -5.81 4.30 1.26  0.48
H: -4.37 5.07 0.62  0.25
H: -3.41 3.49 -2.09  0.49
H: -0.41 2.91 -2.10  0.22
H: -1.34 3.47 -3.47  0.53
H: -1.68 1.89 -2.78  0.03
H: -1.15 5.20 -0.94  0.29
H: -2.87 5.54 -0.77  0.23
H: -2.12 5.55 -2.36  0.46
H: -1.96 4.41 1.26  0.59
H: -1.64 1.68 2.62  0.00
H: -2.96 2.82 2.94  0.28
H: -1.31 3.25 3.37  0.49
H: 0.16 2.20 0.95  0.09
H: 0.41 3.78 1.67  0.52
H: 0.09 3.66 -0.05  0.21
C: 9.55 -4.12 2.97  -1.09
C: 8.22 -3.52 2.60  0.75
O: 7.16 -4.07 2.75  -0.51
S: 8.40 -1.88 1.87  -0.24
C: 6.74 -1.53 1.39  0.18
C: 5.70 -1.55 2.31  -0.44
C: 4.41 -1.28 1.89  -0.52
C: 4.15 -0.97 0.55  0.44
C: 5.20 -0.93 -0.36  -0.65
C: 6.49 -1.22 0.05  -0.51
C: 2.80 -0.74 0.13  0.61
C: 1.65 -0.57 -0.23  -1.18
H: 9.42 -4.80 3.81  0.31
H: 10.28 -3.35 3.21  0.36
H: 9.92 -4.68 2.11  0.29
H: 5.90 -1.77 3.35  0.44
H: 3.60 -1.30 2.60  0.43
H: 5.00 -0.68 -1.39  0.45
H: 7.31 -1.20 -0.66  0.42
O: 0.05 -2.75 2.25  -0.57
S: -0.45 -1.42 2.61  0.24
N: -0.84 -0.48 1.55  -0.19

Summary:
Energy above the lowest of the compared OMol25 structures with the same formula, charge and spin   0.0 kcal/mol
F_max   0.408 eV Å⁻¹
Orbital gap   0.2800 hartree
Total charge   +1
LUMO energy   -2.9 eV
E_HOMO   -10.518 eV


> What is the formula in the third record?

C25H42N2O7